[1]
C20H60O10S10 | the ωB97M-V functional and the def2-TZVPD basis

Properties
- energy relative to the best compared isomer or geometry (same formula, charge and spin) (kJ/mol) = 395.4
- LUMO level (eV) = 0.25

Positions of all 100 atoms, in Å:
C -0.43392 -0.92113 0.97285
S 0.84728 -0.76420 -0.36147
O 1.72059 -1.98312 -0.06516
C -0.22707 -1.35898 -1.75077
H 0.15634 -1.06389 1.87800
H -1.00240 -1.83522 0.80143
H -1.15031 -0.10090 1.01891
H -0.59434 -2.35085 -1.48734
H 0.38828 -1.47986 -2.64230
H -1.07969 -0.73209 -2.01186
C -8.40754 -1.93938 2.08688
S -7.66708 -3.49728 1.34867
O -6.14169 -3.44247 1.24787
C -7.93236 -4.49766 2.84289
H -7.87064 -1.47327 2.91306
H -9.45778 -2.11847 2.31716
H -8.42136 -1.15914 1.32588
H -7.16098 -5.26695 2.80756
H -8.87458 -5.04558 2.83267
H -7.83161 -3.95693 3.78394
C -5.77712 -5.98151 -4.85573
S -4.74867 -6.74885 -6.18869
O -4.22219 -7.98624 -5.51358
C -6.15533 -7.37787 -7.20265
H -6.00091 -4.96054 -5.16499
H -5.14096 -5.88123 -3.97633
H -6.64299 -6.53846 -4.49770
H -5.59874 -7.72746 -8.07219
H -6.76584 -6.50594 -7.43739
H -6.69470 -8.12057 -6.61478
C -6.27181 3.61169 -3.32373
S -6.38540 2.58949 -4.84946
O -5.94259 1.15556 -4.43630
C -8.24308 2.52499 -4.89127
H -5.40885 4.27726 -3.30313
H -6.21577 3.03318 -2.40162
H -7.16576 4.23350 -3.27569
H -8.54278 1.94610 -4.01768
H -8.70791 2.09996 -5.78087
H -8.73545 3.49388 -4.80800
C 7.74444 -1.77873 -2.86067
S 9.27554 -0.73228 -2.86657
O 8.83761 0.66147 -2.47855
C 10.12646 -1.49437 -1.43023
H 6.94588 -1.37861 -2.23592
H 7.91654 -2.84361 -2.70408
H 7.28332 -1.71278 -3.84612
H 11.16281 -1.16204 -1.36997
H 10.20149 -2.57281 -1.56961
H 9.55097 -1.09301 -0.59607
C 7.18868 -3.86119 4.30511
S 7.91328 -2.48988 5.38835
O 8.53049 -1.51827 4.39603
C 6.27590 -1.93248 6.00718
H 6.47853 -3.42893 3.60017
H 6.57837 -4.52875 4.91337
H 8.03181 -4.34116 3.80827
H 6.35975 -1.15779 6.76937
H 5.81149 -2.82005 6.43688
H 5.66105 -1.59776 5.17171
C -0.94947 1.98888 12.34401
S 0.35742 1.68607 11.06178
O 1.08892 0.44299 11.54739
C -0.64942 1.31955 9.57591
H -1.66381 2.74729 12.02364
H -0.37520 2.33190 13.20461
H -1.40583 1.01485 12.52034
H -1.37312 0.54654 9.83439
H -0.04643 0.82886 8.81188
H -1.21281 2.13932 9.13019
C 6.37772 5.51926 3.57084
S 6.07577 3.68135 3.85608
O 4.54999 3.63385 3.87617
C 6.59766 3.21463 2.17213
H 5.74140 5.89533 2.76973
H 7.41261 5.75170 3.31971
H 6.06763 5.96838 4.51436
H 7.65425 2.96668 2.07092
H 6.30980 3.98104 1.45251
H 5.96521 2.33566 2.04751
C 1.58363 -2.16768 -8.45972
S 0.30928 -1.39708 -9.55469
O -0.12782 -2.54700 -10.41451
C -1.07351 -1.23349 -8.29484
H 1.26982 -3.07111 -7.93682
H 1.99939 -1.48790 -7.71599
H 2.43795 -2.44761 -9.07607
H -1.02961 -0.54387 -7.45188
H -1.34246 -2.18640 -7.83907
H -1.92765 -0.85916 -8.85914
C -0.22020 9.98822 -0.33803
S -1.59561 8.68528 -0.42802
O -1.73668 8.41351 -1.92222
C -0.74751 7.19533 0.29396
H -0.08425 10.24578 0.71234
H -0.48320 10.80254 -1.01317
H 0.63019 9.41091 -0.70086
H -1.59326 6.53610 0.48950
H -0.14344 7.39230 1.17962
H -0.01452 6.91020 -0.46071

Atomic partial charges in e from the Mulliken method, atoms 1 to 99: -0.85 0.49 -0.62 -0.92 0.31 0.27 0.34 0.31 0.31 0.36 -0.96 0.49 -0.60 -0.89 0.33 0.34 0.33 0.33 0.34 0.29 -0.92 0.50 -0.62 -0.86 0.35 0.32 0.31 0.31 0.32 0.29 -0.80 0.49 -0.61 -0.95 0.32 0.30 0.26 0.32 0.33 0.35 -0.88 0.50 -0.61 -0.85 0.31 0.31 0.30 0.32 0.33 0.26 -0.90 0.48 -0.59 -0.87 0.30 0.35 0.29 0.31 0.33 0.30 -0.85 0.48 -0.60 -0.90 0.34 0.29 0.29 0.29 0.32 0.34 -0.96 0.50 -0.62 -0.85 0.32 0.35 0.31 0.34 0.30 0.31 -0.91 0.49 -0.60 -0.92 0.30 0.35 0.31 0.38 0.29 0.30 -0.85 0.47 -0.60 -0.85 0.33 0.32 0.27 0.28 0.34

[2]
C20H61B2BrN6O7P | the ωB97M-V functional and the def2-TZVPD basis

Properties
- charge = -1
- LUMO level (eV) = 1.95

Positions of all 98 atoms, in Å:
N 7.10727 -2.51834 3.66693
B 6.83664 -3.36415 2.52535
O 7.51737 -2.97407 1.34660
B 5.74584 -4.69176 2.57754
P 4.00777 -3.89912 2.28131
O 4.26174 -2.24339 2.20462
Br 2.76769 -4.08140 4.21337
H 6.86870 -1.55248 3.45712
H 6.52680 -2.80495 4.44874
H 6.85590 -2.68278 0.71806
H 5.90318 -5.48018 1.65873
H 5.80046 -5.26456 3.65458
H 3.70856 -1.92342 1.48402
C 0.45034 0.44638 0.35444
C 0.08086 -0.96201 0.80810
C -0.99206 -0.99051 1.90121
O -0.52640 -0.66644 3.19289
C -0.41698 0.70936 3.48490
N 1.30660 -1.66733 1.19159
H 1.08044 0.95115 1.08740
H 1.01135 0.40206 -0.57991
H -0.44301 1.05164 0.18944
H -0.35395 -1.47549 -0.05070
H -1.37098 -2.01380 1.98182
H -1.83836 -0.34651 1.62207
H -1.21709 1.28741 3.00723
H 0.55177 1.11419 3.18450
H -0.49798 0.82198 4.56564
H 1.12691 -2.64505 1.41487
H 1.61990 -1.28023 2.07971
C -3.45061 -0.93395 -4.64500
C -3.03190 0.28866 -3.83524
C -2.05183 -0.02760 -2.69880
O -2.64150 -0.62250 -1.56505
C -2.80715 -2.03371 -1.63754
N -4.23272 0.98099 -3.35887
H -4.16169 -1.55114 -4.09659
H -3.93587 -0.62199 -5.57009
H -2.58875 -1.55164 -4.90332
H -2.50608 0.96845 -4.51376
H -1.62709 0.91685 -2.34748
H -1.21770 -0.64447 -3.06201
H -1.99138 -2.50905 -2.17992
H -3.76555 -2.29597 -2.09722
H -2.80242 -2.41750 -0.61992
H -3.95863 1.85182 -2.91030
H -4.62116 0.41951 -2.60519
C -2.94404 5.71066 -6.93558
C -3.36423 4.31265 -6.49256
C -4.38128 4.30430 -5.34458
O -3.83588 4.58117 -4.06926
C -3.67357 5.94883 -3.75416
N -2.16329 3.53237 -6.19120
H -2.25524 6.16640 -6.22424
H -2.43076 5.65910 -7.89503
H -3.80864 6.36819 -7.04626
H -3.86001 3.83285 -7.34235
H -4.79729 3.29666 -5.26465
H -5.21555 4.98686 -5.55860
H -4.47776 6.55359 -4.18520
H -2.71042 6.33873 -4.09365
H -3.71030 6.03900 -2.66905
H -2.42702 2.56963 -6.00449
H -1.78109 3.86911 -5.31146
C 2.54255 5.76320 6.28222
C 1.19779 5.36341 5.68492
C 0.85892 3.87823 5.86209
O 1.54374 3.00863 4.98971
C 2.84091 2.61408 5.40031
N 1.15681 5.78480 4.28274
H 3.37247 5.41962 5.66502
H 2.61347 6.84846 6.34733
H 2.66837 5.35202 7.28546
H 0.42073 5.92176 6.21729
H -0.20198 3.74441 5.63006
H 1.00590 3.56392 6.90486
H 2.89510 2.50518 6.48760
H 3.60726 3.31937 5.06917
H 3.04676 1.64840 4.94137
H 0.22825 5.61851 3.90640
H 1.76084 5.16163 3.75319
C -0.88308 -6.27465 -1.84438
C 0.19314 -5.23352 -1.55864
C 1.40297 -5.77115 -0.78609
O 1.17010 -5.96546 0.58794
C 0.59247 -7.19686 0.95417
N -0.41166 -4.08777 -0.87149
H -1.45581 -6.51456 -0.94792
H -1.58552 -5.89598 -2.58796
H -0.44575 -7.19805 -2.22877
H 0.56955 -4.87619 -2.52326
H 2.19640 -5.02025 -0.83677
H 1.79726 -6.69165 -1.24013
H 0.93583 -8.00868 0.30341
H -0.50269 -7.16344 0.93959
H 0.90949 -7.40616 1.97516
H 0.30269 -3.37014 -0.77367
H -0.59413 -4.38418 0.08554

The Mulliken scheme yields these atomic charges, measured in e: -0.66 0.23 -0.69 0.26 0.05 -0.52 -0.44 0.23 0.27 0.28 -0.18 -0.20 0.30 -1.82 1.21 -0.69 -0.42 -0.42 -0.31 0.37 0.39 0.32 -0.44 0.28 0.42 0.30 0.09 0.24 0.11 0.46 -1.61 1.23 -0.90 -0.36 -0.86 -0.67 0.30 0.38 0.36 -0.21 0.38 0.37 0.37 0.31 0.30 0.26 0.33 -1.52 0.42 -0.75 -0.32 -0.71 -0.71 0.28 0.39 0.35 0.37 0.38 0.43 0.32 0.24 0.25 0.24 0.36 -1.42 0.40 -0.82 -0.19 -0.79 -0.74 0.29 0.35 0.35 0.38 0.33 0.41 0.34 0.27 0.25 0.27 0.32 -1.64 0.21 -0.86 -0.09 -0.81 -0.40 0.31 0.37 0.40 0.45 0.32 0.48 0.35 0.25 0.23 0.13 0.28

Question: The highest LUMO level belongs to which entry?
Answer: C20H61B2BrN6O7P